{"formula": "C38H42Br2Cl64F3INO6P2S2", "method": "ωB97M-V/def2-TZVPD", "total_charge": -1, "spin_multiplicity": 1, "total_energy_ev": -1051878.23901, "orbital_gap_ev": 6.32, "homo_energy_ha": -0.200, "species": ["I", "Br", "Br", "Cl", "Cl", "Cl", "Cl", "Cl", "Cl", "Cl", "Cl", "Cl", "Cl", "Cl", "Cl", "Cl", "Cl", "Cl", "Cl", "Cl", "Cl", "Cl", "Cl", "Cl", "Cl", "Cl", "Cl", "Cl", "Cl", "Cl", "Cl", "Cl", "Cl", "Cl", "Cl", "Cl", "Cl", "Cl", "Cl", "Cl", "Cl", "Cl", "Cl", "Cl", "Cl", "Cl", "Cl", "Cl", "Cl", "Cl", "Cl", "Cl", "Cl", "Cl", "Cl", "Cl", "Cl", "Cl", "Cl", "Cl", "Cl", "Cl", "Cl", "Cl", "Cl", "Cl", "Cl", "S", "S", "P", "P", "F", "F", "F", "O", "O", "O", "O", "O", "O", "N", "C", "C", "C", "C", "C", "C", "C", "C", "C", "C", "C", "C", "C", "C", "C", "C", "C", "C", "C", "C", "C", "C", "C", "C", "C", "C", "C", "C", "C", "C", "C", "C", "C", "C", "C", "C", "C", "C", "H", "H", "H", "H", "H", "H", "H", "H", "H", "H", "H", "H", "H", "H", "H", "H", "H", "H", "H", "H", "H", "H", "H", "H", "H", "H", "H", "H", "H", "H", "H", "H", "H", "H", "H", "H", "H", "H", "H", "H", "H", "H"], "positions_angstrom": [[-0.062385, 3.847937, 2.628125], [2.051608, -0.003062, 5.954654], [2.586674, 4.529237, 5.067241], [9.357507, 7.492376, 1.139679], [0.138863, -9.670914, -11.550149], [-8.664084, 1.824350, -10.661673], [-1.071741, -4.145812, -13.677560], [6.752233, 5.147417, -6.286428], [3.570310, 1.591609, -5.498068], [6.041086, 1.327949, -6.983201], [-0.008769, 2.594017, -1.530996], [7.449643, 0.219983, 2.769981], [7.193203, 5.873182, -3.525593], [-1.767067, -3.706806, -10.906878], [6.104227, -0.605896, 5.172633], [3.604472, 0.160348, -7.999456], [4.875292, -0.971907, -5.668105], [1.051633, -4.362237, -7.003769], [5.553026, -3.814971, -4.775975], [-4.431773, -1.008384, -1.766735], [0.970424, -4.248265, -11.643132], [0.754854, -1.855600, -5.601858], [-3.194295, -1.352019, -4.342780], [1.616591, -10.760633, -9.319722], [8.988498, -0.606565, 5.062113], [6.904685, 7.716097, -0.362003], [6.784460, 3.097550, -4.251229], [4.610637, 4.961511, -4.351554], [-10.068316, -0.608659, -10.010924], [10.804774, 2.029961, -10.087535], [8.234032, 5.167002, -0.145114], [3.267023, -3.959710, -3.028050], [6.922365, 6.318876, 2.155031], [5.425503, -5.853422, -2.736005], [5.811745, -3.090086, -1.995249], [-5.913573, -0.629794, -8.674251], [-7.109138, 0.346329, 11.238200], [3.865841, -5.431614, -15.808599], [0.979457, -7.951391, -9.386326], [-2.479828, 0.902523, -2.681802], [-4.694990, 0.614833, 9.673658], [-3.542106, 0.114676, -10.139664], [-5.076078, 0.799086, -3.927851], [-0.913797, 9.921681, 2.563194], [2.351510, -6.386330, -13.546303], [0.055810, 5.431603, -0.970671], [2.929499, -9.046055, -11.226863], [0.600180, 4.465341, -3.647192], [-5.047209, -2.210516, -10.945908], [-10.222665, 0.475064, -12.681691], [0.538740, 7.672105, 3.645653], [4.798988, -7.713939, -14.308519], [-0.476727, 7.568785, 0.948313], [2.484154, 4.054271, -1.511416], [9.539739, -0.003185, -8.476684], [-0.100185, -2.091612, -8.346209], [-1.573984, -3.441902, -6.250186], [7.476013, -2.551623, 3.554143], [-6.639437, -1.382473, 8.972004], [-1.008600, -6.334499, -11.791799], [8.294102, 2.576759, -8.775132], [-7.756442, -0.692877, -11.726851], [8.384191, 0.759618, -11.007752], [-3.538287, -2.239903, -8.479819], [-2.296601, 7.462866, 3.181434], [4.877358, -5.082496, -13.128084], [-5.061218, -1.684716, 11.366474], [0.454679, 2.436517, 9.366719], [-5.192342, 1.193409, 6.016258], [-2.403422, -1.440860, 6.287930], [-0.199236, 1.708718, 4.331032], [-6.931307, -4.296758, 3.846713], [-7.172889, -2.509946, 4.919821], [-5.610950, -3.840552, 5.437208], [-5.418847, -0.169974, 6.396265], [3.436607, -2.994246, 2.372666], [-0.693204, 0.305081, 5.190130], [-6.108286, 1.792222, 5.068991], [-4.224102, -2.076327, 4.021282], [-1.871677, 1.693193, 3.723329], [-3.832753, 0.634195, 3.377583], [0.386990, 0.800879, 2.745360], [1.678657, 1.720061, 5.000220], [7.503136, -0.884541, 4.140721], [1.418837, -9.352458, -10.368224], [-5.884253, -0.529918, 10.304638], [3.211511, -1.841589, 3.224315], [-4.515725, -1.240004, -9.561110], [5.013940, -4.179733, -3.128201], [0.036761, -2.928265, -6.800770], [6.339891, 4.767755, -4.605649], [4.525408, 0.528864, -6.534895], [2.479543, -0.759230, 2.419126], [0.770958, 4.129348, -1.913467], [-2.057112, -3.200043, 5.835733], [-9.177473, 0.248725, -11.273131], [-0.931771, 3.042729, 7.083633], [-4.175059, 1.541786, 2.560786], [-5.344730, -2.649641, 3.415845], [3.968647, -6.154319, -14.199491], [9.256271, 1.340122, -9.586695], [-3.092139, -2.154472, 3.168512], [-0.465098, 1.832184, 7.894013], [3.566705, 2.455680, 6.629928], [-0.769894, 3.099743, 5.549274], [7.853125, 6.672348, 0.701286], [-3.504703, 1.580680, 5.614281], [-1.926560, -0.355277, 4.804897], [-6.258583, -3.304682, 4.436768], [-1.173941, -1.241692, 7.650355], [-0.784236, 8.152430, 2.590203], [2.211070, 2.802423, 5.960905], [-3.791954, -0.162079, -3.180173], [-4.908804, 1.101917, 1.306687], [-0.717640, -4.600081, -12.005565], [-1.890102, -1.268848, 3.551361], [-2.806310, 0.904339, 4.388810], [0.964557, -0.636003, 2.753793], [-4.066600, 3.038037, 2.698521], [2.577204, -1.094836, 1.377123], [-5.060922, -3.449771, 2.714759], [-0.133271, 3.961838, 5.331499], [-1.025451, -1.930313, 3.619983], [-2.943972, -3.618333, 5.361418], [-1.166821, -3.331239, 5.205823], [-1.554551, -0.611101, 8.454952], [-5.756069, 1.771700, 1.109785], [-2.774904, -3.211811, 3.156910], [-1.679653, -0.621084, 2.698218], [-3.805309, 3.460434, 1.717269], [1.124675, 1.431913, 2.237482], [0.180275, 1.137496, 7.368843], [2.365848, 1.671750, 4.148649], [-3.388435, -1.927988, 2.133453], [-1.324365, 1.295809, 8.298951], [3.287321, -3.773004, 2.907164], [-0.207169, -0.895126, 7.275471], [-0.995304, -2.229573, 8.094963], [-2.931065, 1.339043, 6.523961], [-3.304996, 3.381927, 3.398496], [-5.333630, 1.929108, 7.153077], [-0.418556, 3.922750, 7.506320], [0.508601, 1.282214, 10.048093], [-5.335522, 0.107245, 1.480963], [-1.878545, -3.741182, 6.769318], [2.596328, -2.169967, 4.070325], [4.240001, 1.931852, 5.946173], [3.412907, 1.919897, 7.570434], [-5.899530, -1.884182, 2.854241], [-5.065776, 3.421431, 2.945400], [-0.461228, 0.838624, 2.055119], [2.987797, 0.210949, 2.470697], [0.775501, -1.227632, 3.650476], [-3.496190, 2.677442, 5.555367], [0.453991, -1.179596, 1.945930], [4.165594, -1.503586, 3.640133], [-1.974810, 3.244783, 7.370541], [4.067592, 3.390270, 6.904171], [1.552141, 3.048735, 6.790204], [-1.719110, 3.444096, 5.123158], [-4.219120, 1.088170, 0.457865]], "forces_ev_per_a": [[0.111, 0.654, -0.688], [0.202, -0.007, -0.214], [-0.312, -0.147, -0.151], [0.013, 0.008, 0.007], [-0.004, -0.016, 0.028], [0.002, 0.000, 0.001], [0.015, 0.003, 0.012], [-0.002, -0.022, -0.012], [0.008, 0.009, -0.010], [-0.296, -0.283, -0.067], [0.115, 0.086, 0.082], [-0.002, 0.068, -0.088], [0.098, -0.050, -0.053], [0.003, -0.036, -0.096], [0.032, 0.085, 0.151], [-0.006, -0.031, -0.018], [-0.038, 0.234, -0.135], [0.024, -0.003, 0.012], [0.076, -0.260, 0.063], [-0.029, 0.012, -0.010], [-0.112, 0.265, 0.256], [-0.024, -0.020, -0.004], [0.041, 0.109, -0.007], [-0.026, -0.018, -0.011], [0.016, -0.011, 0.010], [-0.006, 0.029, -0.030], [0.172, 0.122, 0.172], [-0.164, 0.046, -0.066], [-0.002, 0.001, 0.000], [-0.008, -0.002, 0.005], [0.004, 0.010, 0.055], [-0.012, 0.000, -0.023], [0.021, -0.019, -0.019], [0.001, 0.014, -0.011], [-0.006, -0.017, -0.015], [0.002, -0.008, -0.019], [0.015, 0.017, -0.002], [0.005, -0.006, 0.007], [0.091, -0.042, -0.027], [-0.051, -0.022, -0.080], [0.078, 0.081, 0.074], [-0.001, -0.002, -0.019], [0.012, -0.030, 0.006], [-0.006, 0.027, -0.007], [0.085, -0.203, -0.261], [-0.136, -0.357, -0.295], [0.015, 0.019, 0.061], [-0.040, -0.018, -0.073], [0.139, -0.074, 0.101], [0.006, -0.003, 0.010], [-0.010, 0.026, -0.008], [-0.004, 0.003, 0.005], [-0.043, 0.353, 0.278], [0.176, -0.182, -0.006], [-0.007, 0.004, -0.005], [0.094, 0.064, 0.078], [0.186, -0.102, -0.039], [0.005, -0.013, -0.009], [-0.035, -0.017, 0.081], [0.018, 0.059, -0.117], [0.164, 0.167, -0.073], [-0.174, 0.100, -0.059], [-0.009, -0.017, -0.014], [-0.185, 0.072, -0.098], [-0.002, 0.009, -0.006], [0.025, 0.018, 0.006], [0.000, 0.007, 0.027], [-0.042, 0.083, -0.047], [-1.260, -0.175, -0.445], [-1.468, 0.012, 0.863], [-1.232, -0.958, 0.144], [-0.551, -0.989, -0.827], [-1.016, 1.401, 0.735], [1.007, -0.536, 1.181], [0.288, 0.074, -0.086], [0.004, 0.391, 0.051], [0.143, -0.361, -0.329], [0.499, 0.128, 0.111], [0.042, -0.133, 0.097], [0.083, 0.137, 0.395], [0.795, -0.713, -0.353], [0.319, -0.081, -0.511], [0.047, 0.271, 0.357], [-0.038, -0.046, 0.031], [0.001, -0.002, 0.036], [-0.002, -0.127, -0.118], [-0.205, -0.314, -0.039], [-0.014, 0.003, 0.068], [-0.031, 0.040, 0.056], [0.045, -0.013, 0.044], [-0.066, 0.013, 0.076], [-0.021, 0.053, 0.090], [0.003, -0.155, -0.037], [0.060, 0.145, 0.120], [0.450, 0.128, -0.223], [0.007, 0.000, -0.016], [0.074, 0.374, 0.538], [-0.545, 0.044, 0.165], [0.379, 0.187, -0.328], [-0.010, -0.027, 0.007], [0.003, -0.025, 0.019], [-0.007, -0.264, -0.228], [-0.132, -0.041, 0.585], [0.098, 0.635, 0.102], [0.075, 0.684, -0.063], [-0.043, -0.051, 0.029], [0.942, 0.174, 0.682], [-0.055, 0.127, 0.044], [0.403, 0.203, -0.939], [0.714, -0.313, -0.301], [0.005, -0.140, 0.039], [1.021, -0.224, 0.573], [-0.072, -0.044, 0.079], [-0.675, -0.079, 0.761], [-0.098, -0.064, 0.046], [0.664, 0.171, -0.271], [-0.852, 0.244, -0.395], [0.377, -0.379, -0.470], [0.395, 0.236, -0.529], [0.045, 0.267, 0.128], [0.023, 0.090, 0.131], [0.183, -0.385, 0.117], [-0.172, 0.088, 0.196], [0.180, -0.019, -0.017], [-0.190, -0.102, 0.067], [0.062, -0.008, -0.242], [0.283, 0.012, -0.213], [0.041, 0.147, 0.005], [-0.174, -0.045, 0.103], [-0.011, -0.024, 0.201], [-0.009, -0.018, 0.382], [-0.173, 0.139, -0.154], [-0.244, 0.003, 0.061], [-0.007, 0.238, 0.224], [0.176, -0.003, -0.291], [0.049, -0.194, 0.054], [-0.137, 0.114, 0.251], [-0.214, 0.106, -0.154], [-0.252, -0.063, -0.087], [-0.271, -0.105, -0.049], [0.352, 0.067, -0.027], [0.041, -0.115, -0.293], [0.012, -0.033, -0.084], [0.298, 0.070, -0.192], [-0.115, 0.134, -0.074], [0.068, 0.197, -0.065], [-0.153, -0.123, 0.157], [0.024, -0.275, -0.360], [-0.115, -0.158, 0.110], [0.156, -0.136, 0.100], [-0.006, 0.088, 0.322], [-0.045, -0.128, 0.227], [-0.054, 0.459, 0.106], [-0.147, -0.273, -0.301], [-0.061, 0.048, 0.245], [-0.124, 0.013, -0.261], [0.128, -0.182, -0.209], [-0.136, -0.145, -0.024], [-0.305, 0.021, -0.382], [0.284, -0.280, 0.018], [-0.110, 0.064, 0.060]], "mulliken_charge": [0.047, -0.178, -0.127, -0.110, -0.105, -0.097, -0.104, -0.104, 0.000, 0.030, 0.057, -0.092, -0.048, 0.060, -0.038, -0.091, 0.050, -0.069, -0.119, -0.065, -0.057, 0.000, 0.031, -0.106, -0.121, -0.103, -0.083, -0.035, -0.100, -0.106, -0.081, -0.051, -0.054, -0.116, -0.067, -0.080, -0.117, -0.105, -0.016, 0.004, -0.041, -0.102, -0.114, -0.127, 0.015, -0.025, -0.046, -0.129, -0.125, -0.112, -0.026, -0.102, -0.044, -0.094, -0.090, -0.062, -0.116, -0.098, -0.041, -0.034, -0.043, -0.018, -0.097, 0.030, -0.070, -0.100, -0.129, -0.253, 0.819, 0.528, -1.047, -0.333, -0.259, -0.257, -0.185, -0.575, 0.484, -0.701, 0.220, -0.150, 0.101, -1.733, -0.760, 0.276, 0.274, 0.252, 0.200, 0.286, 0.334, 0.234, 0.274, 0.062, -0.903, 0.139, -1.226, 0.316, -2.757, 1.077, -0.660, 0.281, 0.315, -2.298, 1.449, -1.593, -0.680, 0.342, -0.163, 1.412, 1.007, -1.015, 0.226, 0.429, 0.110, -1.152, 0.147, -1.079, 0.071, -0.237, -1.414, 0.483, 0.420, 0.917, 0.458, 0.142, 0.260, 0.166, 0.488, 0.612, 0.116, 0.471, 1.135, -0.549, 0.772, 0.579, -0.192, 0.320, 0.065, 0.639, -0.884, 0.115, 0.104, 0.781, 0.159, 0.074, 0.588, 0.403, 0.350, 0.359, -0.018, 0.324, 0.783, 0.418, -0.284, 0.462, 0.589, -0.551, 0.438, 0.482, -0.246, 1.210, 0.213]}